C2H10N2O3 | wB97M-V/def2-TZVPD

Structure (XYZ):
```
17
Properties=species:S:1:pos:R:3
C -0.8964 2.1393 -0.7462
N -0.6151 0.9529 -1.6221
C 0.5006 0.1319 -1.2339
N 0.5734 -1.1520 -1.6511
O 1.1932 0.8397 -0.4744
H -1.6168 2.0495 0.1745
H -1.1708 2.9649 -1.4246
H 0.0411 2.4808 -0.3752
H -1.4391 0.3522 -1.9001
H -0.2074 -1.6805 -2.0386
H 1.3182 -1.8161 -1.6433
H 1.3531 -0.5253 0.8904
H 2.5294 -0.1411 1.7120
O 1.8732 -0.8153 1.6531
H -0.8006 -2.1380 3.5438
H -1.0733 -1.6384 2.1589
O -1.5629 -2.0045 2.9768
```

Summary:
LUMO energy = 0.3689 eV
Max |F| = 5.2 eV/Å
Structure (SMILES) = CNC(N)=O.O.O

C2H10N2O3 | wB97M-V/def2-TZVPD

Structure (XYZ):
```
17
Properties=species:S:1:pos:R:3
O -1.4420 0.4943 0.5530
C -2.5244 0.1236 0.0559
N -2.8518 -0.0508 -1.1905
C 0.7421 0.3410 -1.4293
N 2.1457 0.2900 -1.1111
H -3.4063 0.0738 0.7204
H -3.8169 -0.3504 -1.2895
H 0.5322 0.1995 -2.5017
H 0.2658 1.2723 -1.0796
H 2.6524 1.0711 -1.5300
H 0.3555 -0.4918 -0.8426
H 1.3542 -0.6955 1.2852
H -0.2200 -0.9151 1.3497
O 0.6128 -1.3937 1.4303
H 3.2309 0.1090 1.7839
H 2.4924 0.1721 -0.0566
O 2.4232 0.2701 1.3109
```

Summary:
LUMO energy = -5.3439 eV
Max |F| = 2.7 eV/Å

C2H10N2S | wB97M-V/def2-TZVPD

Structure (XYZ):
```
15
Properties=species:S:1:pos:R:3
C -0.4912 -4.5193 3.6327
S 0.8628 -5.6882 3.8176
H -1.3586 -4.9273 4.1392
H -0.7709 -4.3290 2.6039
H -0.2740 -3.5602 4.1183
H 1.6353 -5.2053 2.8418
N 1.0951 3.2812 -1.6980
C 0.1399 2.8502 -2.7092
N -1.1038 3.5408 -2.5173
H 0.6559 3.3072 -0.7825
H 1.8059 2.5619 -1.6193
H -0.0083 1.7570 -2.6658
H 0.5697 3.0754 -3.6868
H -1.0011 4.4936 -2.2143
H -1.7567 3.3621 -3.2602
```

Summary:
LUMO energy = 1.0560 eV
Max |F| = 1.1 eV/Å
Structure (SMILES) = NCN.CS

C2H10N2Si2 | wB97M-V/def2-TZVPD

Structure (XYZ):
```
16
Properties=species:S:1:pos:R:3
C 1.4441 -1.4045 0.2834
C 1.1788 1.6502 0.1024
N -1.2421 0.1386 1.0988
N -1.3178 -0.3172 -1.4218
Si -2.4244 0.0902 -0.1977
Si 0.2850 0.0586 0.3303
H 1.3833 -1.7176 -0.7699
H 2.4987 -1.1339 0.6659
H 1.1024 -2.2265 1.0402
H 0.4602 2.4517 0.1316
H 2.0756 1.7940 0.8483
H 1.6149 1.4868 -0.9066
H -1.4941 0.1418 2.0184
H -1.1568 0.4024 -2.1765
H -3.3189 -0.9523 0.1425
H -2.9623 1.3874 -0.1787
```

Summary:
LUMO energy = 0.5935 eV
Max |F| = 3.3 eV/Å

Number 1: E_tot -11358.362 eV. Number 2: E_tot -11351.007 eV. Number 3: E_tot -16051.043 eV. Number 4: E_tot -20972.263 eV.